No. 1
Here is a molecular structure, C27H65N4O9V in a non-equilibrium geometry from the OMol25 dataset. Energies are from ωB97M-V/def2-TZVPD.

Output
* E: -79116.239 eV
* frontier orbital gap: 4.2 eV
* maximum force: 0.0743 Eh/bohr

Cartesian coordinates (Å):
O (23.52273, -32.78835, 12.35426)
V (22.84216, -31.58376, 13.16667)
O (23.76217, -31.35738, 14.49149)
C (19.88054, -34.18351, 17.14378)
C (19.37495, -34.02902, 15.74585)
O (20.17394, -33.26591, 14.86783)
H (20.28168, -33.25290, 17.54523)
H (20.66961, -34.93129, 17.22314)
H (19.16035, -34.64656, 17.81832)
H (18.39873, -33.54655, 15.79392)
H (19.18126, -35.00580, 15.30257)
C (20.72605, -31.06930, 8.12045)
C (21.31374, -30.06715, 9.06967)
C (21.01377, -28.60672, 8.53716)
O (21.88337, -27.71968, 9.30114)
C (21.45331, -26.39821, 9.41825)
N (20.82768, -30.31141, 10.42092)
H (21.09025, -30.99509, 7.09578)
H (19.63751, -31.10721, 8.07860)
H (20.97786, -32.08298, 8.43209)
H (22.37642, -30.30818, 9.09628)
H (19.96965, -28.29730, 8.58410)
H (21.22788, -28.54402, 7.47022)
H (20.50444, -26.33792, 9.95126)
H (21.31461, -25.85927, 8.48101)
H (22.25327, -25.78536, 9.83368)
H (20.34125, -29.46328, 10.67421)
H (19.93414, -30.77706, 10.35111)
C (18.31296, -27.94491, 12.09464)
O (19.74299, -27.87606, 12.29868)
C (20.16607, -27.89283, 13.61391)
C (21.62519, -27.47909, 13.68601)
N (22.54254, -28.23677, 12.86387)
C (23.93591, -27.74034, 13.02657)
C (24.87166, -28.26979, 11.93176)
O (24.87441, -29.68015, 12.06138)
C (25.51333, -30.19203, 10.82103)
H (18.10178, -28.94079, 11.70510)
H (18.19478, -27.28042, 11.23872)
H (17.67320, -27.59215, 12.90358)
H (20.00399, -28.90216, 13.99218)
H (19.49926, -27.28432, 14.22479)
H (21.99858, -27.46216, 14.70992)
H (21.76971, -26.41767, 13.48452)
H (22.36377, -28.13760, 11.87477)
H (24.31439, -28.02642, 14.00790)
H (23.90094, -26.65097, 13.03867)
H (25.82165, -27.73614, 11.96066)
H (24.45916, -27.97114, 10.96803)
H (24.97583, -30.09334, 9.87792)
H (25.66654, -31.27119, 10.81538)
H (26.47292, -29.72986, 10.58931)
C (21.84265, -28.71827, 19.08319)
O (22.30756, -27.41307, 19.43773)
C (23.73386, -27.20508, 19.38574)
C (24.10728, -26.01511, 20.35193)
N (23.59150, -24.69591, 19.97343)
C (23.46714, -23.78647, 21.11044)
C (22.10322, -23.89991, 21.76702)
O (22.12159, -24.98227, 22.67637)
C (20.80696, -25.36777, 23.06319)
H (22.09801, -29.13200, 18.10764)
H (20.76777, -28.55617, 19.00274)
H (21.99796, -29.45932, 19.86729)
H (24.06749, -27.07528, 18.35621)
H (24.32781, -28.07069, 19.67911)
H (25.19322, -25.95095, 20.42067)
H (23.66705, -26.33868, 21.29512)
H (22.67737, -24.74891, 19.54721)
H (23.47946, -22.79651, 20.65444)
H (24.33794, -23.94356, 21.74694)
H (21.26361, -24.02882, 21.08398)
H (21.82068, -22.93933, 22.19780)
H (20.39550, -24.51491, 23.60304)
H (20.85338, -26.28807, 23.64543)
H (20.22508, -25.50304, 22.15148)
C (28.33370, -37.88393, 17.07023)
C (27.55387, -37.50880, 15.74035)
C (26.25476, -36.64214, 16.02819)
C (26.52978, -35.11956, 16.12021)
C (27.23717, -34.65463, 14.92469)
C (28.47812, -35.43006, 14.55306)
N (28.31074, -36.89771, 14.64161)
O (29.46378, -37.67692, 14.31153)
C (28.74911, -35.10213, 13.07874)
C (29.63136, -34.82313, 15.39787)
C (26.95855, -38.81691, 15.23821)
H (28.71963, -38.90327, 17.08075)
H (27.69913, -37.70047, 17.93729)
H (29.12154, -37.18892, 17.36067)
H (25.54135, -36.79287, 15.21799)
H (25.89143, -36.89316, 17.02473)
H (27.12533, -35.05926, 17.03113)
H (25.69228, -34.46799, 16.36948)
H (27.56764, -33.65575, 15.20953)
H (26.48643, -34.63554, 14.13468)
H (27.92466, -35.33826, 12.40597)
H (28.93420, -34.04218, 12.90453)
H (29.63989, -35.65626, 12.78285)
H (29.46991, -35.21199, 16.40327)
H (30.62141, -35.23040, 15.19286)
H (29.84345, -33.75524, 15.44976)
H (26.71228, -39.41623, 16.11471)
H (27.72117, -39.43844, 14.76892)
H (26.01223, -38.75950, 14.70036)
H (29.87276, -37.72785, 15.17855)

Cartesian forces, eV/Å:
O -1.194 2.134 1.054
V 2.897 -1.224 2.174
O -2.208 -0.396 -2.979
C 0.782 -0.763 0.875
C 0.910 0.611 -1.525
O -0.235 0.426 0.141
H -0.239 0.079 0.062
H 0.535 0.136 -0.429
H -0.578 0.482 0.078
H -0.462 0.362 0.015
H -0.057 -0.517 0.035
C -0.311 -1.268 -0.625
C -0.491 0.623 -1.173
C 1.703 -0.493 1.002
O -0.415 -0.946 -0.590
C -0.145 0.824 -0.515
N -1.166 0.674 0.667
H 0.076 0.279 0.012
H -0.202 0.533 0.060
H 0.245 -0.057 0.177
H 0.263 0.817 -0.231
H -0.287 -0.199 0.688
H 0.488 -0.004 -0.113
H 0.092 0.160 0.429
H -0.264 -0.440 -0.695
H -0.077 -0.367 0.792
H 0.894 1.159 0.992
H -0.017 -1.493 -0.267
C 1.428 0.261 -1.445
O -0.886 0.590 -0.982
C 0.162 -0.752 0.751
C 0.169 0.833 0.461
N 1.153 -1.127 -0.026
C -0.308 -0.249 0.158
C -1.938 0.854 0.765
O 1.462 -0.699 -2.686
C 0.053 -0.697 0.146
H -0.515 -0.186 0.590
H -0.511 0.137 0.028
H 0.305 -0.304 0.242
H 0.398 -0.399 0.350
H 0.317 0.543 0.220
H -0.221 -0.790 0.313
H -0.563 0.496 -0.620
H -0.692 0.028 -0.235
H -0.017 -0.222 0.060
H 0.300 0.331 -0.277
H 0.531 -0.626 0.442
H -0.291 -0.178 -0.337
H -0.990 0.784 0.324
H 0.011 -0.002 1.016
H 0.141 0.233 0.680
C -1.155 0.734 0.248
O 1.217 -0.454 -0.289
C -0.012 0.924 0.374
C -1.028 -1.121 -1.014
N 0.435 -0.525 -0.314
C -0.826 0.050 -1.526
C 0.353 -0.127 0.876
O -0.122 -0.170 0.115
C 0.669 0.749 -0.475
H 0.798 0.310 -0.095
H -0.153 -0.236 0.161
H 0.367 0.014 0.052
H -0.227 0.580 -0.313
H -0.340 -0.341 0.614
H 0.052 -0.112 0.105
H 0.268 0.016 0.349
H 0.011 -0.428 -0.164
H 0.392 0.355 0.335
H -0.355 0.266 0.383
H 0.236 -0.393 -0.846
H 0.206 0.213 0.940
H -0.466 -0.255 0.428
H -0.003 0.243 0.018
H -0.321 -0.313 0.010
C -0.088 1.343 -0.143
C -1.254 0.112 0.236
C 0.813 1.434 0.166
C 0.139 -1.791 1.878
C -0.365 0.582 0.215
C 1.213 0.923 -1.239
N -1.087 0.423 0.030
O -0.726 0.949 0.540
C 0.508 -0.178 -0.275
C 0.806 -1.642 0.974
C 0.284 -1.310 0.811
H -0.067 0.088 -0.046
H -0.515 -0.639 -0.114
H 0.553 0.041 -0.603
H -0.129 -0.346 0.248
H -0.455 -0.670 -0.367
H 0.602 0.426 0.082
H -0.492 -0.425 -0.337
H -0.050 0.336 -0.875
H 0.275 0.176 -0.401
H -0.104 -0.419 0.232
H 0.170 0.149 0.371
H -0.026 0.037 -0.286
H -0.103 0.498 0.448
H 0.009 -0.378 -0.630
H -0.884 0.118 -0.327
H -0.248 -0.003 0.288
H -0.132 0.196 -0.555
H 0.473 0.286 -0.499
H 0.847 -0.291 0.166

Here are the Löwdin charges for atoms 1 to 4, given in e: O -0.33; V 1.09; O -0.33; C -0.14

No. 2
Here is a molecular structure, C34H92AsCsN7O2SeSi8Te in a non-equilibrium geometry from the OMol25 dataset. Energies are from ωB97M-V/def2-TZVPD.

Output
* E: -248333.029 eV
* frontier orbital gap: 5.9 eV
* maximum force: 0.0326 Eh/bohr
* energy relative to the best compared isomer or geometry (same formula, charge and spin): 0.00 kJ/mol
* net charge: -1

Cartesian coordinates (Å):
Cs (0.39643, -0.14466, 0.15783)
C (0.43138, 2.80140, -2.85453)
O (-0.79447, 2.14588, -2.64347)
C (-1.71035, 2.89017, -1.88204)
C (-2.90207, 1.98632, -1.53687)
O (-2.78503, 1.33217, -0.29840)
C (-3.19393, 2.10871, 0.79705)
H (0.27355, 3.81378, -3.24968)
H (0.97612, 2.21030, -3.58706)
H (1.02916, 2.85780, -1.93685)
H (-2.05065, 3.76524, -2.46280)
H (-1.23525, 3.25675, -0.95951)
H (-2.94268, 1.19622, -2.28866)
H (-3.83559, 2.56518, -1.56272)
H (-4.23537, 2.44070, 0.67605)
H (-2.55835, 2.99197, 0.94808)
H (-3.11531, 1.46757, 1.67521)
C (-1.56913, -5.66480, 1.46196)
N (-1.86852, -4.29248, 1.81188)
C (-3.25459, -3.88513, 1.68364)
C (-0.91552, -3.30085, 1.71946)
N (-1.14215, -2.05143, 1.66429)
N (0.38945, -3.76756, 1.75978)
C (1.54339, -3.02106, 1.84308)
N (2.67302, -3.77733, 1.54776)
N (1.56133, -1.82632, 2.25811)
H (-2.49329, -6.23893, 1.48509)
H (-0.89064, -6.10864, 2.19624)
H (-1.14774, -5.75465, 0.45487)
H (-3.89164, -4.75717, 1.81314)
H (-3.44885, -3.43263, 0.70232)
H (-3.49730, -3.16771, 2.46941)
H (-2.12839, -1.84206, 1.59588)
H (0.51985, -4.72485, 1.48403)
H (2.57775, -4.48555, 0.83550)
H (3.51740, -3.23321, 1.44203)
H (2.49584, -1.42828, 2.24596)
C (-0.23663, -6.03099, -3.39582)
Si (-0.86228, -4.86122, -4.78142)
C (0.65107, -3.79067, -5.25380)
C (-1.17051, -5.99072, -6.29905)
Si (-2.67495, -3.60559, -3.99767)
Te (-2.16107, -2.60408, -1.87259)
Si (-4.47080, -5.08280, -3.69066)
C (-4.17883, -6.26706, -2.20854)
C (-5.00853, -6.25044, -5.11004)
C (-6.05243, -4.10711, -3.22986)
Si (-3.33122, -2.18741, -5.74318)
C (-4.18551, -3.13416, -7.17590)
C (-1.89886, -1.24097, -6.58875)
C (-4.60149, -0.84960, -5.22922)
H (0.60000, -6.65754, -3.69825)
H (-1.03570, -6.68768, -3.06342)
H (0.08010, -5.44695, -2.53662)
H (1.53956, -4.37570, -5.48598)
H (0.90619, -3.11235, -4.44437)
H (0.42818, -3.18091, -6.12463)
H (-0.29708, -6.57606, -6.58202)
H (-1.45671, -5.39390, -7.16231)
H (-1.98085, -6.68811, -6.10240)
H (-3.49888, -7.06995, -2.48241)
H (-5.09605, -6.72556, -1.84462)
H (-3.72920, -5.72723, -1.38155)
H (-4.21850, -6.95812, -5.34825)
H (-5.22042, -5.68602, -6.01315)
H (-5.90089, -6.82501, -4.86731)
H (-5.83983, -3.40002, -2.43439)
H (-6.86844, -4.74520, -2.89671)
H (-6.41222, -3.53667, -4.08225)
H (-3.58168, -3.98300, -7.48804)
H (-4.35115, -2.51333, -8.05451)
H (-5.15222, -3.51940, -6.86137)
H (-1.27733, -1.92579, -7.16102)
H (-1.26347, -0.76308, -5.84918)
H (-2.24495, -0.46850, -7.27365)
H (-5.47234, -1.30958, -4.77091)
H (-4.95240, -0.25249, -6.06967)
H (-4.17307, -0.17135, -4.49785)
C (-2.01019, 4.75740, 3.62702)
Si (-2.00473, 3.17817, 4.73763)
C (-1.69893, 3.88755, 6.50664)
C (-3.82770, 2.55241, 4.76143)
As (-0.63837, 1.50218, 3.76427)
Si (-1.08436, -0.18759, 5.34069)
C (0.37126, -1.41523, 5.46274)
C (-1.55985, 0.26518, 7.15919)
C (-2.60830, -1.13400, 4.68205)
Si (1.50515, 2.27356, 4.42120)
C (1.74866, 4.00384, 3.63669)
C (1.77003, 2.38453, 6.33265)
C (2.84341, 1.11681, 3.72476)
H (-2.99457, 5.21163, 3.55289)
H (-1.67548, 4.51142, 2.62110)
H (-1.33485, 5.51224, 4.01931)
H (-2.50322, 4.54501, 6.82531)
H (-0.78035, 4.46555, 6.53295)
H (-1.61103, 3.09989, 7.24658)
H (-4.53763, 3.33510, 5.01287)
H (-3.95152, 1.75417, 5.48693)
H (-4.10746, 2.15432, 3.78983)
H (1.25218, -0.95016, 5.89692)
H (0.62736, -1.75548, 4.46341)
H (0.12931, -2.28691, 6.06475)
H (-0.78876, 0.85595, 7.64277)
H (-1.70674, -0.63185, 7.75440)
H (-2.48413, 0.83455, 7.19585)
H (-2.33334, -1.57807, 3.73333)
H (-3.45213, -0.47154, 4.50988)
H (-2.93830, -1.92651, 5.34618)
H (0.85050, 4.61031, 3.71346)
H (1.99379, 3.85863, 2.58491)
H (2.56972, 4.56214, 4.07665)
H (1.12795, 3.13570, 6.78082)
H (2.79798, 2.63236, 6.58372)
H (1.53672, 1.43111, 6.79913)
H (3.03121, 1.35722, 2.68086)
H (2.51401, 0.08529, 3.77746)
H (3.78499, 1.19826, 4.26059)
C (2.42341, 5.40011, 0.02834)
N (3.67966, 4.88771, 0.49062)
C (4.88497, 5.52071, 0.31761)
C (5.82348, 4.69322, 0.83153)
N (5.15957, 3.59185, 1.30068)
C (5.81624, 2.44520, 1.85324)
C (3.82544, 3.68542, 1.10232)
Se (3.53784, 0.86914, -0.54099)
H (2.51271, 5.75563, -1.00037)
H (2.07540, 6.22691, 0.65784)
H (1.70313, 4.58357, 0.06210)
H (4.97395, 6.47981, -0.15462)
H (6.89084, 4.79676, 0.88214)
H (6.77401, 2.29504, 1.35227)
H (5.18237, 1.58113, 1.66386)
H (5.98463, 2.55948, 2.92825)
C (3.50460, -2.31747, -1.71802)
Si (4.03600, -0.54039, -2.18187)
C (5.92063, -0.57450, -2.52687)
C (3.16224, -0.10605, -3.81837)
H (3.86042, -3.04814, -2.43681)
H (2.42081, -2.38723, -1.67320)
H (3.90603, -2.57590, -0.74271)
H (6.16533, -1.25603, -3.33580)
H (6.47154, -0.88362, -1.64437)
H (6.27541, 0.41418, -2.79865)
H (3.42002, -0.81395, -4.59928)
H (3.44557, 0.88800, -4.15073)
H (2.08387, -0.12597, -3.68749)

Cartesian forces, eV/Å:
Cs -0.468 0.598 -0.642
C 0.110 0.066 -0.059
O -0.121 -0.283 0.124
C -0.307 -0.079 0.043
C 0.190 0.244 -0.335
O 0.227 -0.175 0.176
C -0.035 -0.014 0.066
H 0.016 0.009 -0.013
H 0.100 0.041 0.031
H 0.003 0.000 -0.004
H 0.057 -0.066 0.101
H -0.033 0.043 0.011
H -0.067 0.046 -0.045
H 0.025 -0.034 -0.017
H 0.056 -0.008 0.023
H -0.033 -0.038 0.004
H -0.008 0.104 0.025
C 0.211 -0.100 0.015
N -0.057 -0.066 -0.015
C -0.046 0.309 -0.081
C -0.558 0.025 0.182
N -0.262 0.170 0.198
N 0.034 -0.672 -0.287
C 0.644 -0.192 0.148
N 0.069 -0.162 0.043
N 0.067 0.432 0.331
H 0.101 0.014 -0.014
H 0.027 -0.088 -0.062
H -0.019 -0.053 -0.047
H 0.011 0.039 -0.004
H -0.087 -0.082 0.069
H -0.097 -0.008 0.009
H -0.149 -0.104 -0.079
H 0.016 0.013 0.096
H -0.005 0.109 -0.098
H -0.144 -0.024 -0.041
H 0.149 -0.120 -0.124
C -0.343 0.342 -0.227
Si 1.233 -0.674 -0.135
C -0.537 -0.038 0.136
C -0.249 0.369 0.324
Si -0.129 -0.378 -0.627
Te 0.209 0.278 0.430
Si -1.049 -0.719 0.577
C 0.198 0.356 -0.356
C 0.361 0.397 0.083
C 0.479 -0.019 -0.194
Si -0.424 0.885 -0.959
C 0.237 -0.040 0.463
C -0.152 -0.368 0.380
C 0.326 -0.437 0.118
H 0.119 -0.007 -0.253
H -0.197 -0.148 0.099
H 0.007 0.180 0.173
H -0.002 -0.256 0.022
H 0.020 0.142 0.186
H -0.042 0.147 -0.170
H 0.211 0.034 0.126
H -0.077 0.089 -0.167
H -0.165 -0.114 0.011
H 0.163 -0.145 -0.075
H -0.248 0.009 -0.112
H 0.138 0.184 0.188
H 0.146 -0.124 -0.053
H -0.029 0.079 -0.212
H -0.107 0.016 0.231
H 0.100 0.177 0.178
H -0.010 -0.258 0.007
H -0.070 0.135 -0.191
H 0.088 -0.195 -0.058
H 0.052 0.244 -0.015
H -0.169 -0.083 0.068
H 0.120 -0.131 -0.071
H 0.161 0.094 0.166
H -0.246 0.037 -0.033
H -0.171 -0.097 0.135
H 0.100 -0.037 -0.236
H 0.116 0.104 0.193
C 0.286 -0.745 0.125
Si -1.109 1.186 0.313
C 0.291 -0.623 -0.611
C 0.834 -0.115 -0.126
As -0.025 0.289 0.400
Si -0.428 -1.300 0.966
C -0.413 0.588 -0.263
C 0.294 0.317 -0.829
C 0.546 0.475 0.005
Si 1.111 0.634 0.430
C -0.464 -0.700 0.236
C -0.415 -0.147 -0.797
C -0.676 0.195 0.086
H -0.227 -0.072 0.079
H 0.011 0.044 -0.156
H 0.167 0.080 0.096
H -0.271 0.083 -0.201
H 0.209 0.107 -0.030
H 0.035 -0.168 0.163
H 0.059 0.289 0.070
H -0.026 -0.190 0.139
H -0.055 -0.087 -0.182
H 0.176 0.123 0.063
H 0.099 -0.027 -0.209
H -0.243 -0.066 0.170
H 0.179 0.144 0.115
H 0.022 -0.296 -0.094
H -0.173 0.122 -0.004
H 0.044 -0.104 -0.195
H -0.140 0.168 -0.021
H 0.064 -0.132 0.267
H -0.176 0.128 0.066
H -0.011 -0.053 -0.047
H 0.212 -0.031 0.194
H -0.159 0.137 0.071
H 0.216 0.046 -0.145
H -0.032 -0.189 0.102
H -0.022 0.076 -0.231
H -0.063 -0.252 0.091
H 0.108 0.149 0.191
C -0.392 0.138 -0.018
N 0.426 -0.349 0.228
C 0.528 0.144 -0.022
C 0.141 0.623 -0.290
N -0.295 0.476 -0.230
C 0.086 -0.490 0.304
C -0.610 -0.443 0.199
Se 0.336 -0.037 -0.231
H -0.017 -0.054 0.029
H -0.006 -0.101 -0.054
H 0.012 0.094 0.005
H 0.079 0.116 -0.084
H 0.112 0.027 -0.014
H -0.064 -0.027 0.018
H 0.098 -0.039 -0.004
H 0.005 0.021 -0.041
C 0.232 0.448 -0.246
Si 0.118 0.002 0.097
C -0.614 -0.072 0.036
C 0.284 -0.184 0.470
H 0.054 -0.246 -0.235
H -0.248 -0.028 0.018
H 0.100 0.009 0.169
H 0.067 -0.204 -0.238
H 0.046 -0.079 0.235
H -0.001 0.247 -0.055
H 0.053 -0.203 -0.243
H 0.068 0.211 -0.023
H -0.213 -0.012 0.046

Here are the Löwdin charges for atoms 1 to 4, given in e: Cs 0.56; C -0.10; O -0.20; C -0.21

no.,HOMO level (eV)
1,-6.4
2,-4.1